#i
Formula: C4H6FNO
Source: OMol25
Level of theory: the ωB97M-V functional and the def2-TZVPD basis

CARTESIAN COORDINATES (ANGSTROEM)
1 O -0.74 0.20 -1.61
2 C -0.79 0.10 -0.40
3 C -1.72 0.16 0.70
4 F -3.10 -0.10 0.31
5 C 0.60 0.11 0.31
6 C 1.59 -0.70 -0.52
7 N 1.68 0.76 -0.25
8 H -1.45 1.18 1.22
9 H -1.54 -0.56 1.50
10 H 0.75 0.02 1.50
11 H 0.93 -1.05 -1.33
12 H 2.40 -1.49 -0.24
13 H 1.39 1.37 -1.18

HOMO level = -0.3687 hartree
LUMO level = 0.53 eV
structure (SMILES) = O=C(CF)[C@H]1CN1

These are the Mulliken partial charges, in e, on atoms 1 to 6: number 1, O, carries -0.548; number 2, C, carries 0.605; number 3, C, carries -0.444; number 4, F, carries -0.310; number 5, C, carries 0.107; number 6, C, carries -0.512


#ii
Formula: C4H6FNO
Source: OMol25
Level of theory: the ωB97M-V functional and the def2-TZVPD basis

CARTESIAN COORDINATES (ANGSTROEM)
1 C 0.77 1.69 0.03
2 O 1.03 0.40 -0.50
3 C 0.67 -0.77 0.13
4 C -0.82 -1.14 0.24
5 F -1.46 -0.58 1.36
6 C -1.44 -0.69 -1.01
7 N -1.94 -0.58 -2.01
8 H 0.47 1.62 1.05
9 H -0.10 2.21 -0.27
10 H 1.67 2.24 -0.24
11 H 1.18 -1.60 -0.33
12 H 0.91 -0.61 1.17
13 H -0.93 -2.20 0.39

HOMO level = -0.3821 hartree
LUMO level = 0.74 eV
structure (SMILES) = COC[C@@H](F)C#N

These are the Mulliken partial charges, in e, on atoms 1 to 6: number 1, C, carries -0.734; number 2, O, carries -0.400; number 3, C, carries -0.588; number 4, C, carries 0.302; number 5, F, carries -0.291; number 6, C, carries 0.081


So which one is most stable? That would be #ii, about 1.437 eV below the next structure.


#i
Formula: C4H6FNO
Source: OMol25
Level of theory: the ωB97M-V functional and the def2-TZVPD basis

CARTESIAN COORDINATES (ANGSTROEM)
1 C -1.08 -0.49 -1.68
2 C 0.19 -0.66 -1.23
3 F 1.07 -1.31 -2.00
4 C 0.83 -0.32 0.11
5 N 0.01 0.06 1.24
6 C -0.27 1.25 1.71
7 O 0.05 2.28 1.11
8 H -1.34 -0.51 -2.70
9 H -1.72 0.10 -1.08
10 H 1.59 0.29 -0.23
11 H 1.43 -1.26 0.22
12 H -0.01 -0.69 1.91
13 H -0.74 1.25 2.62

HOMO level = -0.3538 hartree
LUMO level = 0.64 eV
structure (SMILES) = C=C(F)CNC=O

These are the Mulliken partial charges, in e, on atoms 1 to 6: number 1, C, carries -0.836; number 2, C, carries 0.418; number 3, F, carries -0.277; number 4, C, carries -0.539; number 5, N, carries -0.164; number 6, C, carries -0.020


#ii
Formula: C4H6FNO
Source: OMol25
Level of theory: the ωB97M-V functional and the def2-TZVPD basis

CARTESIAN COORDINATES (ANGSTROEM)
1 C 2.20 -0.04 -0.16
2 C -1.69 -0.01 -0.77
3 C 1.35 0.30 0.96
4 C -0.70 -1.03 -0.15
5 N 2.87 -0.19 -1.08
6 O 0.93 1.56 1.16
7 F -1.31 -1.53 0.99
8 H -1.33 0.18 -1.81
9 H -2.75 -0.37 -0.63
10 H -1.65 0.90 -0.19
11 H 1.41 -0.14 1.97
12 H -0.04 -1.77 -0.66
13 H 0.71 2.14 0.38

HOMO level (spin up / spin down) = -0.3094 / -0.3109 hartree
LUMO level (spin up / spin down) = 0.38 / -0.23 eV

These are the Mulliken partial charges, in e, on atoms 1 to 6: number 1, C, carries 0.395; number 2, C, carries -0.805; number 3, C, carries -0.237; number 4, C, carries -0.067; number 5, N, carries -0.398; number 6, O, carries -0.479


So which one is most stable? That would be #i, about 2.832 eV below the next structure.


#i
Formula: C8H14O2
Source: OMol25
Level of theory: the ωB97M-V functional and the def2-TZVPD basis

CARTESIAN COORDINATES (ANGSTROEM)
1 C -0.72 -0.89 0.21
2 C -1.10 0.57 0.41
3 C -2.26 1.13 -0.43
4 C 1.82 -1.10 1.18
5 C 1.02 -0.64 -0.03
6 C 0.30 1.22 0.23
7 C 1.59 -0.85 -1.24
8 C 0.56 2.11 -0.80
9 O -1.28 -1.46 -0.91
10 O -0.92 -1.78 1.26
11 H -0.73 -2.23 -1.15
12 H -1.22 -1.32 2.05
13 H -1.38 0.70 1.46
14 H 0.73 1.48 1.20
15 H -2.34 2.22 -0.31
16 H -3.20 0.69 -0.11
17 H -2.12 0.92 -1.49
18 H 1.28 -1.23 2.12
19 H 2.31 -2.06 0.97
20 H 2.61 -0.39 1.43
21 H 1.18 -0.42 -2.15
22 H 2.47 -1.48 -1.36
23 H 1.58 2.38 -1.04
24 H -0.18 2.45 -1.52

HOMO level (spin up / spin down) = -0.2712 / -0.2729 hartree
LUMO level (spin up / spin down) = -0.01 / -0.06 eV

These are the Mulliken partial charges, in e, on atoms 1 to 6: number 1, C, carries 0.514; number 2, C, carries 0.315; number 3, C, carries -1.852; number 4, C, carries -1.647; number 5, C, carries 1.125; number 6, C, carries -0.189


#ii
Formula: C8H14O2
Source: OMol25
Level of theory: the ωB97M-V functional and the def2-TZVPD basis

CARTESIAN COORDINATES (ANGSTROEM)
1 C 2.89 1.53 2.01
2 C 1.46 1.20 1.47
3 O 1.59 0.18 0.49
4 C 0.49 0.17 -0.43
5 C 0.71 -1.05 -1.37
6 C -0.50 -1.32 -2.22
7 C -1.76 -1.09 -1.44
8 C -1.84 -0.39 -0.25
9 C -3.09 -0.28 0.55
10 O -0.74 0.16 0.34
11 H 2.86 2.44 2.60
12 H 3.56 1.72 1.16
13 H 3.29 0.74 2.62
14 H 0.89 0.85 2.34
15 H 0.99 2.10 1.05
16 H 0.50 1.10 -1.05
17 H 1.59 -0.87 -2.00
18 H 0.96 -1.87 -0.69
19 H -0.44 -2.34 -2.55
20 H -0.51 -0.68 -3.09
21 H -2.66 -1.52 -1.89
22 H -2.96 -0.73 1.55
23 H -3.37 0.78 0.69
24 H -3.90 -0.83 0.11

HOMO level = -0.3037 hartree
LUMO level = 1.03 eV
structure (SMILES) = CCO[C@H]1CCC=C(C)O1

These are the Mulliken partial charges, in e, on atoms 1 to 6: number 1, C, carries -1.220; number 2, C, carries -0.154; number 3, O, carries -0.355; number 4, C, carries 0.178; number 5, C, carries -0.695; number 6, C, carries -0.591


So which one is most stable? That would be #ii, about 3.527 eV below the next structure.


#i
Formula: C3H7N3OS
Source: OMol25
Level of theory: the ωB97M-V functional and the def2-TZVPD basis

CARTESIAN COORDINATES (ANGSTROEM)
1 H 0.88 1.13 -3.15
2 N 1.51 0.71 -2.51
3 C 1.04 0.32 -1.39
4 N -0.27 0.27 -0.88
5 S -1.51 1.07 -1.80
6 C -0.59 -0.03 0.52
7 C 0.53 -0.84 1.19
8 O 0.01 -1.29 2.43
9 N -1.64 0.44 1.09
10 H -1.84 0.05 2.03
11 H 1.76 -0.12 -0.68
12 H -1.53 2.19 -1.03
13 H 1.38 -0.19 1.41
14 H 0.86 -1.68 0.56
15 H -0.59 -2.02 2.20

HOMO level = -0.3479 hartree
LUMO level = 0.44 eV
structure (SMILES) = [H]/N=C\N(S)/C(CO)=N/[H]

These are the Mulliken partial charges, in e, on atoms 1 to 6: number 1, H, carries 0.242; number 2, N, carries -0.615; number 3, C, carries 0.065; number 4, N, carries -0.166; number 5, S, carries -0.202; number 6, C, carries 0.740


#ii
Formula: C3H7N3OS
Source: OMol25
Level of theory: the ωB97M-V functional and the def2-TZVPD basis

CARTESIAN COORDINATES (ANGSTROEM)
1 N 0.15 1.18 -2.58
2 N -0.55 1.51 -1.49
3 C -0.48 0.90 -0.38
4 C 0.44 -0.32 -0.12
5 O 0.51 -1.33 -1.09
6 C 0.01 -0.99 1.20
7 N -0.29 -0.30 2.20
8 S -0.41 -1.14 3.65
9 H 0.24 1.98 -3.25
10 H 1.07 0.71 -2.47
11 H -1.14 1.27 0.37
12 H 1.50 0.03 0.02
13 H -0.38 -1.39 -1.56
14 H -0.06 -2.06 1.12
15 H -0.61 -0.05 4.38

HOMO level = -0.3272 hartree
LUMO level = 0.77 eV
structure (SMILES) = N/N=C\[C@H](O)/C=N/S

These are the Mulliken partial charges, in e, on atoms 1 to 6: number 1, N, carries -0.431; number 2, N, carries -0.390; number 3, C, carries -0.199; number 4, C, carries 0.141; number 5, O, carries -0.551; number 6, C, carries -0.275


#iii
Formula: C3H7N3OS
Source: OMol25
Level of theory: the ωB97M-V functional and the def2-TZVPD basis

CARTESIAN COORDINATES (ANGSTROEM)
1 H 0.80 -0.34 -2.46
2 N -0.02 -0.07 -2.06
3 C -0.20 -0.49 -0.88
4 C -1.50 -0.11 -0.26
5 N -1.65 0.84 0.53
6 S -0.39 1.86 0.97
7 N 0.75 -1.31 -0.16
8 C 2.13 -1.26 -0.52
9 O 0.35 -1.36 1.17
10 H -2.39 -0.74 -0.57
11 H 0.77 1.49 0.13
12 H 2.52 -0.16 -0.46
13 H 2.73 -1.90 0.23
14 H 2.21 -1.71 -1.52
15 H 0.65 -0.53 1.54

HOMO level = -0.3449 hartree
LUMO level = 0.49 eV
structure (SMILES) = [H]/N=C(/C=N\S)N(C)O

These are the Mulliken partial charges, in e, on atoms 1 to 6: number 1, H, carries 0.237; number 2, N, carries -0.599; number 3, C, carries 0.202; number 4, C, carries 0.167; number 5, N, carries -0.396; number 6, S, carries -0.160


So which one is most stable? That would be #i, about 1.180 eV below the next structure.


#i
Formula: C3H7N3OS
Source: OMol25
Level of theory: the ωB97M-V functional and the def2-TZVPD basis

CARTESIAN COORDINATES (ANGSTROEM)
1 C 2.97 0.40 -0.11
2 N 1.75 0.11 0.58
3 N 0.67 -0.30 -0.31
4 C -0.42 0.30 -0.05
5 N -1.45 0.45 -0.96
6 S -3.03 0.38 -0.22
7 C -3.19 -1.16 0.50
8 O -2.50 -2.18 0.29
9 H 3.79 0.81 0.48
10 H 2.56 1.08 -1.11
11 H 3.31 -0.64 -0.53
12 H 1.44 0.85 1.17
13 H -0.35 1.26 0.71
14 H -1.35 -0.32 -1.56
15 H -4.19 -1.03 1.14

HOMO level = -0.3109 hartree
LUMO level = 0.32 eV
structure (SMILES) = CN/N=C/NSC=O

These are the Mulliken partial charges, in e, on atoms 1 to 6: number 1, C, carries -0.655; number 2, N, carries -0.203; number 3, N, carries -0.305; number 4, C, carries -0.055; number 5, N, carries -0.243; number 6, S, carries 0.033


#ii
Formula: C3H7N3OS
Source: OMol25
Level of theory: the ωB97M-V functional and the def2-TZVPD basis

CARTESIAN COORDINATES (ANGSTROEM)
1 H -3.14 -2.35 -0.55
2 N -3.08 -1.20 -0.22
3 C -1.96 -0.44 0.04
4 N -0.66 -1.08 -0.17
5 C 0.47 -0.42 0.07
6 N 1.56 -1.30 0.16
7 S 3.16 -0.69 -0.30
8 O 0.86 0.90 0.11
9 C 0.04 1.98 -0.19
10 H -2.00 0.76 0.53
11 H 1.30 -2.21 0.21
12 H 3.99 -1.02 1.07
13 H -0.65 2.09 0.83
14 H 0.60 2.98 -0.37
15 H -0.47 1.99 -1.21

HOMO level = -0.3227 hartree
LUMO level = 0.13 eV
structure (SMILES) = [H]/N=C\N=C(\NS)OC

These are the Mulliken partial charges, in e, on atoms 1 to 6: number 1, H, carries 0.276; number 2, N, carries -0.625; number 3, C, carries 0.265; number 4, N, carries -0.545; number 5, C, carries 0.758; number 6, N, carries -0.250


So which one is most stable? That would be #i, about 1.509 eV below the next structure.